1.
C21H37F2N9O18 | ωB97M-V/def2-TZVPD

Geometry as XYZ:
```
87
Properties=species:S:1:pos:R:3:mulliken_charge:R:1
C -22.949 -0.517 18.704 -0.73
N -22.402 0.527 17.848 0.93
O -21.656 0.299 16.877 -0.55
O -22.661 1.667 18.231 -0.53
H -23.304 -0.091 19.642 0.34
H -22.184 -1.290 18.773 0.09
H -23.820 -0.870 18.152 0.39
C -14.959 -1.868 25.069 -0.91
N -15.415 -1.540 23.768 0.94
O -14.517 -1.144 23.040 -0.55
O -16.535 -1.823 23.445 -0.35
H -15.223 -1.129 25.826 0.30
H -13.914 -2.166 24.982 0.35
H -15.341 -2.847 25.357 0.28
C -19.242 2.231 17.976 -0.11
N -18.349 3.495 18.111 0.87
O -18.022 4.032 17.048 -0.56
O -17.894 3.807 19.228 -0.53
H -19.498 2.003 19.011 -0.33
H -18.522 1.461 17.697 0.27
H -20.084 2.325 17.291 0.33
C -21.044 2.799 21.271 -0.29
N -21.751 2.056 22.356 0.92
O -21.613 0.836 22.439 -0.44
O -22.321 2.700 23.170 -0.58
H -20.838 3.809 21.626 0.29
H -21.691 2.722 20.397 0.33
H -20.143 2.224 21.061 -0.23
C -22.369 -2.839 22.366 -0.55
N -23.410 -2.536 21.353 0.98
O -23.471 -3.370 20.444 -0.55
O -24.070 -1.559 21.540 -0.54
H -22.606 -3.813 22.793 0.29
H -22.361 -1.970 23.025 0.32
H -21.373 -2.813 21.925 0.04
C -17.879 -1.590 20.256 -0.66
N -19.393 -1.654 20.087 0.79
O -19.977 -2.743 19.954 -0.36
O -19.973 -0.557 19.968 -0.15
H -17.374 -0.670 20.549 0.02
H -17.354 -2.040 19.414 0.20
H -17.726 -2.212 21.138 0.27
C -16.090 -6.484 22.918 -0.65
N -16.919 -5.178 23.120 0.77
O -17.075 -4.739 24.259 -0.54
O -17.329 -4.766 22.061 -0.35
H -16.035 -6.906 23.922 0.32
H -15.134 -6.250 22.451 0.23
H -16.729 -7.062 22.250 0.23
C -17.494 -3.339 16.739 -0.32
N -18.113 -4.228 15.681 0.91
O -18.444 -5.381 16.071 -0.51
O -18.266 -3.797 14.551 -0.56
H -16.414 -3.409 16.611 0.32
H -17.839 -3.540 17.753 -0.23
H -17.739 -2.332 16.400 0.36
C -14.299 -2.941 20.579 -0.61
N -14.844 -3.966 19.741 0.90
O -14.838 -5.168 20.020 -0.51
O -15.357 -3.523 18.695 -0.48
H -13.925 -2.105 19.988 0.31
H -13.407 -3.402 21.004 0.36
H -15.054 -2.542 21.256 0.01
F -18.357 0.408 22.326 -0.15
C -17.658 1.479 22.614 0.25
C -18.283 2.498 23.271 -0.12
C -17.559 3.611 23.683 -0.74
C -16.170 3.663 23.300 -0.39
C -15.503 2.627 22.682 -0.83
C -16.229 1.528 22.340 -0.27
H -19.334 2.414 23.504 0.60
H -17.922 4.466 24.234 0.44
H -15.608 4.571 23.465 0.36
H -14.473 2.653 22.359 0.44
H -15.793 0.757 21.722 0.41
F -21.550 -7.378 19.150 -0.31
C -20.241 -7.453 19.249 0.28
C -19.640 -8.711 19.209 -0.48
C -18.272 -8.842 19.251 -0.45
C -17.519 -7.681 19.287 -0.73
C -18.122 -6.428 19.152 0.27
C -19.502 -6.298 19.155 -0.43
H -20.232 -9.614 19.249 0.39
H -17.976 -9.864 19.066 0.37
H -16.440 -7.726 19.318 0.50
H -17.580 -5.494 19.113 0.05
H -20.046 -5.367 19.094 0.53
```

- multiplicity = 1
- SMILES = C[N+](=O)[O-].C[N+](=O)[O-].C[N+](=O)[O-].C[N+](=O)[O-].C[N+](=O)[O-].C[N+](=O)[O-].C[N+](=O)[O-].C[N+](=O)[O-].C[N+](=O)[O-].Fc1ccccc1.Fc1ccccc1
- HOMO level (eV) = -8.9
- HOMO-LUMO gap (eV) = 8.01
- DFT total energy (eV) = -78050.4880

=====

2.
C4H9ClN2OS | ωB97M-V/def2-TZVPD

Geometry as XYZ:
```
18
Properties=species:S:1:pos:R:3:mulliken_charge:R:1
C -2.792 -0.674 0.005 0.74
C -1.952 -2.823 0.477 -0.57
C -0.187 1.164 -1.571 -1.04
C 1.220 1.493 1.071 -0.87
N -2.907 0.454 -0.157 -0.45
N -0.132 -0.632 0.448 -0.66
O -2.933 -1.907 -0.001 -0.32
S -0.320 0.836 0.331 0.45
Cl -4.599 1.530 -0.407 -0.24
H -1.021 -2.354 0.425 0.44
H -1.997 -3.697 -0.090 0.25
H -2.221 -3.173 1.494 0.24
H -0.919 0.614 -2.044 0.34
H 0.824 0.991 -1.829 0.38
H -0.135 2.221 -1.757 0.37
H 0.897 2.446 1.627 0.29
H 1.998 1.686 0.485 0.35
H 1.443 0.608 1.813 0.28
```

- multiplicity = 1
- HOMO level (spin up / spin down) (eV) = -8.8 / -8.1
- energy above the lowest of the compared OMol25 structures with the same formula, charge and spin (kcal per mole) = 144.33
- HOMO-LUMO gap (spin up / spin down) (eV) = 7.91 / 7.25
- DFT total energy (eV) = -32671.3846

=====

3.
C2H3ClO3P | ωB97M-V/def2-TZVPD

Geometry as XYZ:
```
10
Properties=species:S:1:pos:R:3:mulliken_charge:R:1
C -0.039 -0.125 -0.439 -0.43
C -0.091 0.433 0.741 -0.09
O 3.569 1.509 1.912 -0.68
O 2.120 1.838 -0.197 -0.64
O 1.372 0.290 1.773 -0.41
P 2.580 0.990 0.953 0.87
Cl 3.389 -0.846 0.198 -0.40
H -1.073 -0.204 -0.961 0.15
H 0.709 -0.596 -0.855 0.34
H -0.871 1.075 1.281 0.29
```

- total charge = -1
- multiplicity = 1
- HOMO level (eV) = -5.1
- energy above the lowest of the compared OMol25 structures with the same formula, charge and spin (kcal per mole) = 34.82
- HOMO-LUMO gap (eV) = 8.87
- DFT total energy (eV) = -30078.9272

=====

4.
C5H10O | ωB97M-V/def2-TZVPD

Geometry as XYZ:
```
16
Properties=species:S:1:pos:R:3:mulliken_charge:R:1
C -0.456 1.495 1.265 -0.66
O -0.454 0.096 1.310 -0.42
C -0.044 -0.418 0.107 0.90
C 0.322 -1.892 0.285 -1.33
C -0.543 0.009 -1.211 -0.49
C 0.775 0.680 -0.972 -0.95
H 0.418 1.704 0.599 0.32
H -1.360 1.870 0.765 0.24
H -0.404 1.868 2.289 0.27
H 1.222 -2.119 -0.283 0.33
H 0.500 -2.138 1.339 0.38
H -0.469 -2.574 -0.074 0.26
H -0.571 -0.748 -1.980 0.29
H -1.398 0.678 -1.212 0.22
H 0.765 1.762 -1.234 0.38
H 1.696 0.252 -1.332 0.25
```

- multiplicity = 1
- SMILES = COC1(C)CC1
- HOMO level (eV) = -8.6
- energy above the lowest of the compared OMol25 structures with the same formula, charge and spin (kcal per mole) = 69.39
- HOMO-LUMO gap (eV) = 9.68
- DFT total energy (eV) = -7391.7564

=====

5.
C12H15PS | ωB97M-V/def2-TZVPD

Geometry as XYZ:
```
29
Properties=species:S:1:pos:R:3:mulliken_charge:R:1
C 1.381 -0.030 -2.707 -1.37
C 1.641 -0.153 -1.294 0.46
C 2.417 -0.952 -0.541 -0.53
C 2.298 -0.995 0.921 -0.80
C 1.572 0.362 1.380 0.06
C 0.774 0.337 2.684 -1.35
P 0.710 1.166 -0.035 0.50
S 1.006 3.002 -0.588 -0.42
C -0.982 0.503 -0.104 0.48
C -1.202 -0.809 -0.347 -0.14
C -2.515 -1.278 -0.220 -0.73
C -3.593 -0.383 -0.389 -0.53
C -3.344 0.997 -0.148 -0.42
C -2.009 1.423 0.028 -0.61
H 1.086 0.908 -3.060 0.35
H 0.589 -0.711 -2.918 0.29
H 2.320 -0.524 -3.199 0.34
H 2.798 -1.942 -0.884 0.31
H 1.699 -1.811 1.024 0.42
H 3.359 -1.101 1.337 0.31
H 2.392 1.043 1.373 0.45
H -0.283 0.042 2.504 0.30
H 0.401 1.435 2.898 0.33
H 1.196 -0.125 3.516 0.42
H -0.447 -1.546 -0.312 0.38
H -2.762 -2.389 -0.367 0.28
H -4.623 -0.696 -0.485 0.38
H -4.041 1.798 -0.165 0.41
H -1.837 2.431 0.099 0.44
```

- multiplicity = 1
- SMILES = CC1=CC[C@H](C)[P@]1(=S)c1ccccc1
- HOMO level (eV) = -8.3
- energy above the lowest of the compared OMol25 structures with the same formula, charge and spin (kcal per mole) = 18.72
- HOMO-LUMO gap (eV) = 8.98
- DFT total energy (eV) = -32809.5745